(1)
98
Properties=species:S:1:pos:R:3:forces:R:3 method="wB97M-V/def2-TZVPD" relative_energy_ev=0.638 e_homo_ha="-0.0818 / -0.0897" spin_multiplicity=2 s2=0.7913 orbital_gap_ha="0.2084 / 0.2162" charge=-2 e_tot_ev=-135783.216 max_force_ha_per_bohr=0.02184
C -3.7665 -3.3814 1.7811 0.05 0.01 0.00
C -3.0734 -1.3625 -1.8503 0.00 0.03 -0.12
C -5.3247 -0.6062 -1.4848 -0.04 0.00 0.02
H 0.9254 2.6370 -1.3528 0.00 0.02 0.06
C 2.4938 -1.4164 0.8291 0.06 -0.10 0.03
C -1.9151 -4.8330 1.0136 0.18 0.01 -0.08
S 4.8763 6.0006 -2.3966 0.01 0.00 -0.02
H -3.0701 1.7018 -0.4560 -0.01 0.02 -0.06
H -3.7015 -6.7697 1.8509 0.00 -0.01 0.00
H -1.5448 0.4145 -4.0377 -0.01 0.00 0.00
H -2.9322 3.8062 1.3516 0.00 0.01 0.00
C 2.5343 -1.2467 3.1762 0.04 0.06 0.01
C -0.3442 1.3979 -2.5502 -0.09 -0.05 0.02
Cr 0.5908 0.2448 0.8172 0.52 0.78 0.62
C -4.0808 -5.7613 1.9753 0.00 -0.01 -0.04
C -3.1492 2.9790 2.0266 0.00 0.00 0.00
C 2.2464 -2.7297 -2.6023 0.00 0.02 0.01
C 4.0675 4.7692 -1.3707 0.03 0.01 0.04
C 0.7271 3.4434 -3.3139 0.02 0.00 0.02
C 2.7489 0.2087 -3.0564 -0.05 0.01 0.04
C -3.4497 0.7784 -0.8714 -0.03 -0.08 -0.03
C -5.0350 -3.1834 2.3111 -0.01 0.01 0.00
H -3.8254 0.3481 3.7125 -0.01 -0.01 0.00
H 3.2043 -3.2958 0.0128 0.02 -0.04 -0.03
Si -0.6371 0.0341 -1.2498 -0.10 0.30 -0.15
H -5.9497 -6.4049 2.8126 0.00 0.00 0.00
C 3.9494 2.5543 -0.4297 0.00 -0.03 0.02
S -0.5672 -0.1123 2.8080 0.15 0.15 -0.20
C -0.9048 1.2660 -3.8232 -0.04 -0.05 0.00
S -0.8271 2.1593 0.7539 0.08 -0.12 -0.21
O 3.8046 6.5384 -3.2263 -0.01 -0.01 0.00
Te -0.8598 -3.0079 1.5864 -0.28 -0.10 0.00
H -2.9727 -1.3696 2.0194 -0.01 0.01 0.05
H 2.0280 0.6223 4.0991 0.00 -0.01 0.00
C 3.1367 -2.4828 3.3026 0.03 -0.01 0.00
C -3.2895 -4.6835 1.5973 -0.02 -0.02 0.03
H -1.9489 -4.8771 -0.0762 -0.04 -0.02 -0.02
C -2.8914 0.8040 4.0604 0.00 -0.01 0.00
H -2.4684 0.1427 4.8167 0.00 0.00 0.01
H -4.0864 2.5161 1.6999 -0.01 0.00 0.00
H -3.3176 3.3875 3.0266 -0.01 0.00 0.01
H 2.5509 6.1278 -0.7332 0.00 0.01 0.01
C -2.0205 1.9805 2.0209 -0.02 -0.05 0.07
O 5.4138 6.9642 -1.4418 0.00 -0.01 -0.01
H -4.8234 -2.5033 -2.3529 0.00 0.00 0.00
C -4.8200 0.5754 -0.9561 0.00 -0.01 0.02
H 1.3855 4.2795 -3.1099 0.02 0.03 0.01
H 5.3394 -0.7549 -2.0922 0.01 0.01 -0.02
H 2.7334 -2.8621 -3.5730 0.02 -0.01 -0.03
C -4.4443 -1.5762 -1.9374 0.00 -0.04 -0.04
H -3.0053 -1.9631 0.3577 0.00 -0.05 0.23
N 2.1983 1.9638 1.1485 -0.32 -0.40 -0.05
C 2.8361 2.9166 0.3162 -0.01 0.04 -0.10
H 1.7843 0.2026 -3.5623 -0.04 0.02 -0.02
C -0.6544 2.1927 -4.8254 0.00 0.00 -0.03
H -5.4000 -2.1718 2.4457 0.00 0.01 0.00
C -2.5396 -0.1900 -1.3097 0.05 0.03 0.04
C 0.4614 2.5090 -2.3203 0.05 0.02 -0.03
C 3.0492 -2.7235 0.9135 0.07 0.06 0.03
H 4.3250 1.5381 -0.3610 0.01 0.00 0.00
O 5.8940 5.2603 -3.1319 0.00 0.01 0.01
N 2.2145 -0.7380 1.9777 -0.07 -0.35 -0.01
C 4.7474 -1.4217 -1.4619 -0.01 0.03 0.00
C -2.8588 -2.2536 1.3991 -0.02 0.00 0.01
H -6.3949 -0.7666 -1.5463 -0.01 0.00 0.00
H 3.1832 -0.3781 5.0142 0.00 0.00 0.02
H -2.3941 -2.1329 -2.2004 0.01 -0.02 -0.01
H 5.4276 3.2114 -1.8569 0.02 -0.01 0.00
C -5.8239 -4.2657 2.6772 -0.01 -0.01 0.00
C 2.3279 4.2087 0.2023 -0.01 -0.02 0.05
H -3.1542 1.7504 4.5406 -0.02 0.01 0.01
H 5.0097 -1.2133 -0.4230 0.01 0.01 0.01
C -5.3446 -5.5572 2.5139 -0.01 -0.01 0.02
C 0.1688 3.2831 -4.5733 0.01 0.01 -0.01
H 1.6242 2.3857 1.8689 0.11 0.06 0.02
H 1.4571 -0.7855 4.9763 0.00 0.00 0.00
C -1.9147 1.0030 2.9323 -0.09 -0.06 -0.17
C 2.9433 5.1235 -0.6345 0.00 0.03 -0.05
H -6.8074 -4.0997 3.0996 -0.01 0.00 0.01
H 3.4137 -2.8527 4.2803 0.00 -0.01 0.01
H -5.5002 1.3451 -0.6081 0.00 0.01 0.01
C 4.5612 3.4793 -1.2669 0.00 0.01 -0.03
H 1.1713 -2.6562 -2.7673 0.00 0.00 -0.01
H 1.4383 4.4781 0.7608 0.00 0.00 -0.01
Si 2.8963 -1.1513 -1.7963 -0.04 -0.05 -0.03
H -0.2784 -1.2102 -2.0187 0.02 0.00 0.01
H 2.4357 -3.6258 -2.0092 0.01 -0.03 0.03
H -1.0954 2.0609 -5.8076 0.00 0.00 0.00
H 2.8335 1.2818 1.5423 0.06 0.10 0.06
C 3.3699 -3.2301 2.1440 -0.02 0.01 0.01
H 2.8833 1.1964 -2.6142 0.03 0.00 -0.01
H 5.0573 -2.4469 -1.6787 0.01 -0.02 0.00
C 2.2876 -0.3928 4.3895 -0.02 -0.01 0.01
H 0.3831 4.0017 -5.3553 0.00 0.01 0.00
N 2.1444 -0.7488 -0.2801 -0.23 -0.09 0.01
H -1.4118 -5.7261 1.3817 0.03 0.01 0.00
H 3.5292 0.0687 -3.8096 0.02 -0.02 -0.02
H 3.8057 -4.2205 2.2196 0.00 -0.01 0.00

(2)
104
Properties=species:S:1:pos:R:3:forces:R:3 method="wB97M-V/def2-TZVPD" relative_energy_ev=1.097 e_homo_ha="-0.0649 / -0.2074" spin_multiplicity=5 s2=6.0371 orbital_gap_ha="0.1403 / 0.2824" charge=-1 e_tot_ev=-133650.188 max_force_ha_per_bohr=0.03531
H -0.8716 -0.4609 -6.6914 -0.01 0.01 0.03
C 3.0051 -0.4397 -2.8859 0.11 -0.03 0.02
H -0.5936 -7.7759 1.8095 -0.02 -0.01 0.02
C 3.5116 4.1951 1.7359 0.04 0.03 -0.03
H -5.2651 -0.9835 -0.9333 -0.02 -0.07 -0.06
H -1.4163 3.7966 0.9544 -0.02 -0.02 0.00
H -6.4768 -3.0485 0.7646 -0.03 -0.02 -0.06
C -0.7628 1.1829 4.3109 0.10 -0.23 -0.20
H 1.8797 -0.7164 3.4476 -0.03 -0.06 0.05
H 4.0156 5.1509 1.6421 -0.02 0.00 0.01
C -1.1024 -2.6342 -3.9505 -0.16 -0.27 -0.48
C -0.1149 3.8100 4.9081 0.00 0.03 0.10
O -1.0111 -1.3063 5.0235 0.25 0.13 0.04
O 2.5216 -3.2333 2.3854 0.10 0.05 -0.22
C -0.8324 -4.1244 1.5345 -0.25 0.35 -0.16
H -3.3532 -1.8314 2.4025 0.02 -0.06 -0.04
N -0.1104 -0.8883 2.6952 -0.52 0.20 0.60
N 2.1736 -1.4456 -7.7370 -0.04 -0.03 0.06
S -2.8881 -0.5548 -0.0101 0.17 0.10 0.19
C -1.2457 2.7541 -2.3262 0.10 -0.12 0.13
H 0.6501 5.3311 6.2226 0.02 0.06 -0.02
C 1.8922 2.5974 0.8883 -0.26 0.01 -0.06
C 3.8361 3.3388 2.7782 -0.01 -0.01 0.03
C 2.3955 2.2512 -2.7293 -0.02 0.01 0.01
C -6.5535 -2.0246 0.3939 0.05 -0.04 0.10
C 2.5585 3.8194 0.7981 -0.01 0.08 -0.01
H -2.5838 3.9439 -0.3705 0.02 0.05 -0.01
O -2.4689 -0.4275 3.2560 0.00 0.04 -0.13
H -1.7289 1.9364 2.5663 0.04 0.07 -0.03
H 2.0215 -6.0933 3.2527 -0.02 -0.03 0.06
H 2.9569 -3.3340 -7.6032 -0.02 -0.05 0.05
H 0.9164 5.6362 4.4936 0.04 0.07 0.05
S -1.1359 -0.4885 3.8345 -0.23 -0.22 -0.12
C 2.2497 1.7442 1.9334 -0.16 -0.02 0.01
H -6.9323 -1.3883 1.2009 0.00 0.00 -0.01
H 0.8672 3.0102 6.6319 0.00 -0.03 0.01
N 1.2453 -5.4836 3.0445 -0.12 -0.34 -0.48
C -0.0372 -1.1283 -6.8559 -0.04 -0.23 0.00
H -0.2614 -3.9191 -0.9261 0.05 0.00 -0.07
H 0.9450 -2.0877 4.0677 0.18 -0.07 -0.08
H -1.1236 4.3061 3.0837 -0.06 -0.01 0.03
N -0.4712 -1.8743 -1.2940 0.32 0.27 0.40
H -0.5726 0.0749 -1.9839 -0.09 0.00 -0.04
N -4.0633 -2.1831 1.7536 -0.11 0.22 0.36
C -0.1085 -2.4634 -6.4691 0.15 -0.08 0.03
C -0.0436 4.6159 -1.1956 0.06 -0.15 0.06
H 3.2421 -1.4955 -2.9391 -0.03 -0.01 0.00
H -0.6891 5.8584 5.1874 0.03 0.04 0.03
C 3.2081 2.1038 2.8677 0.10 0.01 0.06
H 0.2843 5.0440 -0.2464 0.01 0.04 -0.05
C 1.1262 -1.4749 3.1827 0.12 -0.07 -0.16
C 0.2116 5.2437 5.2289 -0.01 -0.12 -0.09
H -0.4750 2.5182 -3.0639 -0.06 -0.02 -0.05
H 4.2595 0.0874 -4.5480 -0.02 -0.01 -0.03
C 0.2934 2.7764 5.7425 0.02 0.09 -0.09
C -1.1648 2.1968 3.4529 -0.02 0.07 0.00
H 2.1785 3.3128 -2.6777 0.02 -0.01 -0.05
N -1.1189 -3.0366 1.2511 0.01 -1.13 0.54
Si 0.6588 1.9029 -0.3846 0.56 0.33 -0.42
Cr -0.5160 -1.2352 0.7024 0.81 1.26 -1.02
H 1.2129 0.3613 -7.7708 -0.06 0.01 0.04
S -1.5272 -3.1149 -5.5926 0.00 0.27 0.25
H 1.7486 0.7860 1.9970 -0.01 0.03 0.04
C 1.8090 1.3772 -1.8128 -0.20 0.13 0.12
H 4.5788 3.6287 3.5127 0.01 -0.01 -0.02
H -1.8744 1.8736 -2.1796 0.04 -0.09 -0.06
H 0.9773 -4.3154 -6.4385 0.04 -0.01 0.02
H -2.1726 2.3490 0.2733 -0.09 -0.08 0.04
N 0.2531 -7.3936 2.1959 -0.15 -0.03 0.12
H 3.7046 2.4954 -4.4130 0.00 0.00 0.00
H 1.7023 -0.6786 -1.2031 0.11 0.01 -0.08
H -1.8855 3.5432 -2.7384 0.00 0.03 0.02
O -0.0412 0.6053 0.1977 -0.59 -0.97 0.42
N -5.2803 -1.5673 -0.1137 -0.05 0.09 0.07
H 2.3394 4.4963 -0.0190 0.06 0.00 0.02
C 0.2701 -6.0363 2.3032 0.19 0.16 0.35
C 1.1207 -0.6766 -7.4664 0.14 0.09 -0.13
C -0.7930 -3.5928 -2.9580 0.05 0.07 0.16
C -0.4931 -3.1876 -1.6878 -0.14 -0.32 -0.08
C -0.8355 3.5047 3.7547 0.03 -0.08 -0.01
C 1.7348 -2.3254 2.0704 -0.10 0.26 0.37
H 0.8031 4.6078 -1.8849 -0.01 0.09 0.00
C -0.6337 3.2136 -0.9933 0.03 0.02 0.02
H -1.1473 -0.4775 -4.2892 0.03 0.06 0.01
C 3.5767 0.4463 -3.7873 -0.03 -0.02 -0.04
C -4.1458 -1.4959 0.6138 0.20 0.09 -0.32
H 0.6835 -7.9213 2.9359 0.04 -0.04 -0.07
H -0.8067 5.2791 -1.6194 -0.02 0.01 0.01
H 1.5916 -4.5588 2.7380 0.13 0.36 0.29
C 2.1354 0.0217 -1.9089 0.09 0.08 0.11
N -0.6938 -5.3978 1.6911 -0.21 -0.53 -0.23
C 2.0914 -2.7235 -7.3648 0.14 0.06 -0.09
C -0.9887 -1.2705 -3.5717 -0.07 0.11 0.33
O 1.3666 -2.0476 0.8876 -0.46 0.25 -0.17
C -0.6724 -0.9534 -2.2854 -0.34 -0.03 -0.42
C -0.0137 1.4568 5.4396 -0.02 -0.10 0.03
H 0.3132 0.6388 6.0690 -0.05 0.03 0.04
C -1.7683 3.3304 0.0309 0.14 -0.08 0.02
C 0.9946 -3.2731 -6.7266 -0.15 0.08 -0.04
H -4.9157 -2.5150 2.1771 0.06 -0.07 -0.04
H -7.2743 -2.0178 -0.4193 0.00 -0.02 0.00
H 3.4813 1.4183 3.6617 -0.05 -0.01 0.03
C 3.2650 1.7963 -3.7107 0.06 0.05 -0.02
H -0.8022 -4.6476 -3.2020 0.06 -0.02 0.05

The lowest charge belongs to which entry? C39H46CrN3O3S3Si2Te